# 1
This record from OMol25 describes a molecular structure, C24H33CaN4O12 in a non-equilibrium geometry. The level of theory is wB97M-V/def2-TZVPD.

Properties
**Net charge**: +1
**DFT total energy**: -74383.7686 eV
**HOMO level**: -9.47 eV
**Kohn-Sham gap**: 4.73 eV
**Energy relative to the best compared isomer or geometry (same formula, charge and spin)**: 381.49 kJ/mol
**LUMO level**: -0.174 Eh

CARTESIAN COORDINATES (ANGSTROEM)
Ca  2.43335  1.97204  0.54540
N  -0.12955  0.87976  -0.03490
O  -1.26116  0.55056  0.15427
O  0.81176  0.12506  -0.09378
O  0.11503  2.03064  -0.18740
C  2.56960  -2.38265  4.88656
C  3.72608  -2.35544  3.85650
C  3.50056  -3.22668  2.59166
O  3.63955  -2.30760  1.55273
C  3.53327  -1.06023  2.00810
O  3.35819  -0.07237  1.34746
O  3.59185  -1.08084  3.34547
H  2.74007  -3.22497  5.55703
H  1.58898  -2.44999  4.41545
H  2.44873  -1.50270  5.51837
H  4.68636  -2.51010  4.34847
H  2.52524  -3.71334  2.59138
H  4.18506  -4.07254  2.65561
C  5.32820  0.66836  -5.52173
C  3.94445  1.06210  -4.98256
C  2.86900  -0.04272  -4.98482
O  2.44285  -0.03972  -3.59078
C  3.10279  0.82405  -2.86610
O  2.90651  1.08195  -1.68537
O  4.06191  1.43885  -3.57929
H  5.31023  0.47419  -6.59415
H  5.79270  -0.15394  -4.97754
H  6.00251  1.51059  -5.36666
H  3.61621  1.97634  -5.47707
H  3.25320  -1.00931  -5.31067
H  2.05344  0.23633  -5.65197
C  -1.02484  -2.07536  2.57573
C  -2.41178  -2.20036  1.92261
C  -2.44300  -2.72640  0.47163
O  -2.91963  -4.05485  0.63411
C  -3.25684  -4.24989  1.91994
O  -3.68614  -5.29124  2.37543
O  -3.02557  -3.17256  2.68297
H  -0.50184  -1.17189  2.26219
H  -0.38313  -2.94704  2.44735
H  -1.03764  -1.85209  3.64255
H  -2.94167  -1.25317  2.02333
H  -1.48854  -2.76861  -0.05309
H  -3.19583  -2.31599  -0.20135
N  -1.88562  4.47903  -0.71340
C  -2.16365  5.49004  0.17468
C  -2.96775  6.41631  -0.38916
C  -3.29398  5.95994  -1.67300
C  -2.61363  4.75055  -1.80493
H  -1.38044  3.63821  -0.47271
H  -1.80634  5.40053  1.18993
H  -3.39095  7.31773  0.02886
H  -3.85173  6.49289  -2.42882
H  -2.54345  4.04667  -2.62103
N  0.89749  -2.16555  -1.53024
C  1.20565  -3.34496  -0.90746
C  1.07756  -4.38730  -1.83582
C  0.62423  -3.76911  -2.99313
C  0.49173  -2.38912  -2.85227
H  0.95836  -1.26841  -1.07030
H  1.50795  -3.38439  0.12862
H  1.10251  -5.45358  -1.66608
H  0.57532  -4.09297  -4.02226
H  0.20289  -1.58493  -3.51276
N  -4.55000  3.96990  1.56660
C  -4.04322  2.65123  1.51550
C  -4.77136  1.86749  2.36280
C  -5.60921  2.73216  3.10781
C  -5.59633  3.96774  2.46193
H  -4.15833  4.76346  1.07981
H  -3.36097  2.32253  0.74551
H  -4.68358  0.80562  2.53926
H  -6.27216  2.32194  3.85522
H  -6.13142  4.90033  2.56372

Results of the Löwdin charge analysis, in e, for atoms 1 through 6: number 1, Ca, carries 1.71; number 2, N, carries -0.66; number 3, O, carries 0.12; number 4, O, carries -0.10; number 5, O, carries -0.10; number 6, C, carries 0.00


# 2
This record from OMol25 describes a molecular structure, C33H21AsCoF5N3O2S2Se in a non-equilibrium geometry. The level of theory is wB97M-V/def2-TZVPD.

Properties
**Net charge**: -2
**DFT total energy**: -242196.4382 eV
**2S+1**: 4
**HOMO level (alpha / beta)**: -0.54 / -1.19 eV
**Kohn-Sham gap (alpha / beta)**: 4.80 / 5.49 eV
**Energy relative to the best compared isomer or geometry (same formula, charge and spin)**: 3.08 kJ/mol
**LUMO level (alpha / beta)**: 0.157 / 0.158 Eh
**<S²>**: 4.0305

CARTESIAN COORDINATES (ANGSTROEM)
Co  0.87234  -1.92396  -0.32224
N  -1.93836  -3.83296  2.96026
C  -1.71016  -3.44206  1.66466
S  -0.50976  -4.22926  0.68076
N  -2.33496  -2.44516  1.14166
N  -1.92786  -2.17216  -0.12574
C  -2.54496  -1.10596  -0.74004
C  -2.10436  -0.32496  -1.81394
C  -3.07416  0.41514  -2.52904
C  -2.75486  1.17884  -3.62504
C  -1.43316  1.23384  -4.06404
C  -0.44446  0.58804  -3.35564
C  -0.71466  -0.14446  -2.18424
O  0.27414  -0.50916  -1.44804
H  -1.72236  -4.79286  3.17576
H  -2.79256  -3.45936  3.34486
H  -3.55006  -0.96796  -0.35974
H  -4.10496  0.35224  -2.19704
H  -3.53066  1.72034  -4.15414
H  -1.17646  1.80594  -4.94624
H  0.59284  0.67614  -3.64804
S  2.13744  -1.59376  1.55616
C  1.70784  -0.62736  2.93976
C  2.61874  -0.61866  4.00486
C  2.37184  0.09874  5.15386
C  1.20134  0.83114  5.27876
C  0.30364  0.85104  4.22356
C  0.54004  0.15454  3.05036
As  -0.69466  0.12624  1.53256
C  -2.15966  1.21234  2.31716
C  -3.36956  0.57204  2.56416
C  -4.47146  1.27324  3.02206
C  -4.38456  2.63854  3.23426
C  -3.18686  3.29084  2.99436
C  -2.08936  2.58414  2.53686
C  0.06784  1.57804  0.49006
C  -0.80706  2.32584  -0.29014
C  -0.33406  3.26694  -1.18224
C  1.02914  3.45364  -1.32304
C  1.91024  2.70384  -0.56444
C  1.43384  1.77404  0.34326
H  3.52474  -1.19836  3.90496
H  3.09214  0.09194  5.96306
H  0.98844  1.37904  6.18856
H  -0.61026  1.42664  4.32416
H  -3.43166  -0.49306  2.37006
H  -5.40866  0.76414  3.20736
H  -5.24386  3.19354  3.58966
H  -3.11286  4.35864  3.16156
H  -1.16106  3.10674  2.33416
H  -1.87556  2.14724  -0.20624
H  -1.02346  3.82754  -1.79994
H  1.40284  4.16284  -2.04874
H  2.97554  2.83404  -0.70224
H  2.13374  1.17654  0.91516
O  -0.65426  -3.10376  -1.82234
C  -0.83366  -2.85936  -0.63634
F  5.89294  -0.96066  -6.04004
C  5.12484  -1.50706  -5.05984
C  5.07184  -0.93476  -3.79044
F  5.82884  0.16264  -3.54284
C  4.29314  -1.49266  -2.79384
F  4.30824  -0.90826  -1.58834
C  3.52734  -2.66116  -2.98704
Se  2.52384  -3.49876  -1.66664
C  3.63524  -3.22256  -4.27694
F  2.97984  -4.36836  -4.54144
C  4.39474  -2.67026  -5.28784
F  4.46184  -3.26816  -6.50474

Results of the natural (NBO) charge analysis, in e, for atoms 1 through 6: number 1, Co, carries 1.09; number 2, N, carries -0.81; number 3, C, carries 0.24; number 4, S, carries 0.10; number 5, N, carries -0.36; number 6, N, carries -0.28


# 3
This record from OMol25 describes a single C12H12O2 molecule in a non-equilibrium geometry. The level of theory is wB97M-V/def2-TZVPD.

Properties
**Structure (SMILES)**: C#CCOC/C(=C/O)c1ccccc1
**DFT total energy**: -16728.6870 eV
**HOMO level**: -8.32 eV
**Kohn-Sham gap**: 9.16 eV
**Energy relative to the best compared isomer or geometry (same formula, charge and spin)**: 391.24 kJ/mol
**LUMO level**: 0.031 Eh

CARTESIAN COORDINATES (ANGSTROEM)
C  2.06011  -0.22499  1.13686
C  1.86051  0.92945  1.00549
C  1.66186  2.38705  0.64373
O  0.66275  2.56303  -0.34924
C  -0.63251  2.05732  0.00359
C  -0.65578  0.72855  0.63885
C  -0.61681  0.45368  1.96253
O  -0.28748  -0.76859  2.40425
C  -0.65369  -0.43148  -0.32014
C  0.15385  -0.30928  -1.44968
C  0.00842  -1.32397  -2.43657
C  -0.77448  -2.45809  -2.13962
C  -1.49629  -2.54747  -0.96640
C  -1.46277  -1.49468  -0.11103
H  2.23755  -1.25453  1.14610
H  1.47732  3.09643  1.50838
H  2.69046  2.67934  0.30610
H  -1.19223  1.86686  -0.88380
H  -1.03550  2.88758  0.56235
H  -0.95092  1.22523  2.66067
H  0.49118  -1.07695  1.95874
H  0.97552  0.48956  -1.30861
H  0.53806  -1.22342  -3.32069
H  -0.88010  -3.22168  -2.83535
H  -2.16214  -3.40931  -0.63287
H  -2.01689  -1.61964  0.81635

Results of the natural (NBO) charge analysis, in e, for atoms 1 through 6: number 1, C, carries -0.32; number 2, C, carries 0.02; number 3, C, carries -0.15; number 4, O, carries -0.53; number 5, C, carries -0.11; number 6, C, carries -0.13


The lowest DFT total energy belongs to which entry? C33H21AsCoF5N3O2S2Se


Copy entry 3 word for word.
This record from OMol25 describes a single C12H12O2 molecule in a non-equilibrium geometry. The level of theory is wB97M-V/def2-TZVPD.

Properties
**Structure (SMILES)**: C#CCOC/C(=C/O)c1ccccc1
**DFT total energy**: -16728.6870 eV
**HOMO level**: -8.32 eV
**Kohn-Sham gap**: 9.16 eV
**Energy relative to the best compared isomer or geometry (same formula, charge and spin)**: 391.24 kJ/mol
**LUMO level**: 0.031 Eh

CARTESIAN COORDINATES (ANGSTROEM)
C  2.06011  -0.22499  1.13686
C  1.86051  0.92945  1.00549
C  1.66186  2.38705  0.64373
O  0.66275  2.56303  -0.34924
C  -0.63251  2.05732  0.00359
C  -0.65578  0.72855  0.63885
C  -0.61681  0.45368  1.96253
O  -0.28748  -0.76859  2.40425
C  -0.65369  -0.43148  -0.32014
C  0.15385  -0.30928  -1.44968
C  0.00842  -1.32397  -2.43657
C  -0.77448  -2.45809  -2.13962
C  -1.49629  -2.54747  -0.96640
C  -1.46277  -1.49468  -0.11103
H  2.23755  -1.25453  1.14610
H  1.47732  3.09643  1.50838
H  2.69046  2.67934  0.30610
H  -1.19223  1.86686  -0.88380
H  -1.03550  2.88758  0.56235
H  -0.95092  1.22523  2.66067
H  0.49118  -1.07695  1.95874
H  0.97552  0.48956  -1.30861
H  0.53806  -1.22342  -3.32069
H  -0.88010  -3.22168  -2.83535
H  -2.16214  -3.40931  -0.63287
H  -2.01689  -1.61964  0.81635

Results of the natural (NBO) charge analysis, in e, for atoms 1 through 6: number 1, C, carries -0.32; number 2, C, carries 0.02; number 3, C, carries -0.15; number 4, O, carries -0.53; number 5, C, carries -0.11; number 6, C, carries -0.13